(1)
DFT (ωB97M-V/def2-TZVPD) results for C8H11N3O2 in the gas phase.

Geometry as XYZ:
```
24
Properties=species:S:1:pos:R:3
C 2.622 1.780 0.129
C 0.239 2.163 0.189
C -1.155 2.006 0.127
C 1.078 -0.084 -0.404
C 1.308 1.314 -0.020
C 1.502 -2.990 0.727
C -3.349 1.322 -0.393
C 2.029 -2.238 -0.487
N 3.694 2.174 0.250
N -1.826 -0.182 0.630
N -2.020 0.976 0.137
O 0.037 -0.483 -0.885
O 2.160 -0.850 -0.200
H 0.519 3.199 0.354
H -1.674 2.949 0.001
H 1.438 -4.052 0.506
H 2.166 -2.840 1.575
H 0.514 -2.617 0.989
H -3.264 1.976 -1.258
H -3.865 0.410 -0.692
H -3.937 1.821 0.379
H 1.349 -2.363 -1.337
H 3.033 -2.575 -0.756
H -2.597 -0.818 0.438
```

Properties
HOMO energy (alpha / beta), eV: -8.049 / -8.048
E_LUMO (alpha / beta), eV: -0.6 / -0.6
Energy, Ha: -626.0867
Energy above the lowest of the compared OMol25 structures with the same formula, charge and spin, kcal/mol: 18.6
Gap between HOMO and LUMO (alpha / beta), eV: 7.44 / 7.44
Maximum force, Eh/bohr: 0.038

---

(2)
DFT (ωB97M-V/def2-TZVPD) results for C8H11N3O2S2 in the gas phase.

Geometry as XYZ:
```
26
Properties=species:S:1:pos:R:3
C 0.276 -3.330 0.999
C 0.948 -3.274 -0.128
C 0.236 -2.078 1.839
C -0.278 3.634 -0.876
C 1.560 -2.009 -0.602
C 0.817 -0.817 0.007
C -2.132 5.011 -1.241
C 1.717 0.470 -0.136
N 0.530 -0.930 1.369
N 0.283 2.226 -1.002
N 0.917 1.696 0.083
O 0.453 4.548 -0.972
O -1.588 3.691 -1.012
S 0.107 1.537 -2.451
S 0.726 2.231 1.557
H -0.073 -4.229 1.435
H 1.354 -4.095 -0.634
H -0.106 -2.141 2.810
H 2.570 -1.962 -0.198
H 1.642 -1.866 -1.743
H -0.211 -0.789 -0.548
H -2.889 5.378 -0.453
H -2.648 5.101 -2.203
H -1.185 5.694 -1.131
H 2.276 0.521 -1.028
H 2.439 0.478 0.681
```

Properties
HOMO energy (alpha / beta), eV: -7.322 / -7.321
E_LUMO (alpha / beta), eV: -1.1 / -1.1
Energy, Ha: -1422.3889
Energy above the lowest of the compared OMol25 structures with the same formula, charge and spin, kcal/mol: 44.8
Gap between HOMO and LUMO (alpha / beta), eV: 6.18 / 6.18
Maximum force, Eh/bohr: 0.065

---

(3)
DFT (ωB97M-V/def2-TZVPD) results for a molecular structure, C8H11N3O2S2.

Geometry as XYZ:
```
26
Properties=species:S:1:pos:R:3
C -0.515 3.707 -0.315
C -1.565 2.755 -0.438
C 0.809 3.269 -0.419
C -1.318 1.444 -0.804
C 0.984 2.066 -1.116
C -0.046 1.129 -1.245
C 0.041 -3.774 0.445
C -1.311 -2.178 1.769
N 2.145 1.442 -1.399
N 0.318 -0.134 -1.667
N -0.019 -2.541 1.172
O 0.685 -0.164 1.462
O 2.129 -1.555 0.062
S 1.892 -0.106 -2.010
S 0.757 -1.199 0.396
H -0.774 4.619 0.083
H -2.580 3.056 -0.207
H 1.671 3.961 -0.261
H -2.058 0.654 -0.848
H 1.157 -4.189 0.258
H -0.368 -4.513 1.189
H -0.456 -3.680 -0.435
H -1.008 -1.205 2.282
H -2.014 -1.960 1.053
H -1.531 -2.908 2.469
H 2.978 2.005 -1.477
```

Properties
HOMO energy (alpha / beta), eV: -7.341 / -7.098
E_LUMO (alpha / beta), eV: -1.0 / -1.0
Energy, Ha: -1422.4149
Energy above the lowest of the compared OMol25 structures with the same formula, charge and spin, kcal/mol: 28.5
Gap between HOMO and LUMO (alpha / beta), eV: 6.39 / 6.11
Maximum force, Eh/bohr: 0.100

---

(4)
DFT (ωB97M-V/def2-TZVPD) results for C8H11N3O4 in the gas phase.

Geometry as XYZ:
```
26
Properties=species:S:1:pos:R:3
C 2.401 -0.390 1.334
C 0.939 -0.374 0.920
C -0.085 -0.539 1.778
C -1.467 -0.427 1.413
C -1.795 0.018 0.181
N -3.182 0.254 -0.122
O -4.057 -0.441 0.341
O -3.406 1.295 -0.771
C -0.793 0.679 -0.853
N -0.479 1.989 -0.530
C 0.553 -0.257 -0.626
C 1.592 0.272 -1.594
N 0.274 -1.666 -1.022
O 0.998 -2.497 -0.517
O -0.651 -1.818 -1.822
H 3.107 -0.279 0.435
H 2.639 -1.295 1.891
H 2.530 0.397 2.025
H 0.264 -0.615 2.881
H -2.272 -0.738 2.188
H -1.060 0.614 -1.889
H -1.244 2.567 -0.456
H 0.040 2.045 0.323
H 1.067 0.100 -2.548
H 2.532 -0.191 -1.475
H 1.555 1.297 -1.485
```

Properties
HOMO energy, eV: -9.372
E_LUMO, eV: -0.9
Energy, Ha: -776.4184
Energy above the lowest of the compared OMol25 structures with the same formula, charge and spin, kcal/mol: 193.0
Gap between HOMO and LUMO, eV: 8.43
SMILES: CC1=CC=C([N+](=O)[O-])[C@@H](N)[C@]1(C)[N+](=O)[O-]
Maximum force, Eh/bohr: 0.092